C11H21P | wB97M-V/def2-TZVPD

Values from the calculation:
E_LUMO ... 0.94 eV
Kohn-Sham gap ... 9.034 eV
ΔE to the lowest compared entry with this formula, charge and spin ... 0.0000 eV

XYZ file:
```
33
Properties=species:S:1:pos:R:3:forces:R:3
C -1.88951 -0.22250 4.14830 -0.1845 0.2364 -0.3454
C -1.86568 0.73678 2.96537 -0.2347 -0.1481 0.0529
C -1.23956 0.11362 1.72429 0.1426 -0.0105 0.2692
C 0.28435 0.08331 1.80637 -0.3388 -0.0928 -0.4127
C 0.90696 -1.02252 0.95009 0.0399 0.3112 0.5670
P 1.00194 1.82575 1.39729 0.1224 0.2040 0.0910
H -0.89612 -0.45729 4.50353 0.2424 -0.1262 0.1770
H -2.47455 0.20079 4.95544 0.0037 0.0426 0.3133
H -2.37967 -1.13689 3.83089 -0.0369 -0.2993 0.0831
H -2.89709 1.02655 2.77016 -0.0929 0.1005 -0.1737
H -1.33562 1.64601 3.23044 0.1024 0.2722 0.0971
H -1.56203 0.65826 0.83781 0.0039 0.1246 -0.2813
H -1.63120 -0.89594 1.61988 -0.0826 -0.2405 -0.1127
H 0.55044 -0.11354 2.83846 0.1880 0.0778 0.3510
H 1.89723 -0.72105 0.61602 0.1786 -0.0856 -0.3100
H 1.04868 -1.90555 1.56266 -0.0318 -0.3278 -0.0030
H 0.29236 -1.29536 0.10011 -0.0207 0.0729 -0.2831
H 1.64427 1.89334 2.68046 -0.0157 -0.0274 -0.1269
H 1.65847 1.30870 0.23731 0.0463 0.0120 0.0342
H -0.29348 2.38609 1.19969 -0.0623 -0.0758 0.0477
H 1.56259 3.14483 1.10215 0.0446 -0.0312 -0.0620
C -0.66461 -0.62841 -3.26861 -0.0096 -0.0012 0.0027
C 0.30166 0.13977 -2.63471 -0.0173 0.0157 0.0248
C 1.60112 0.16256 -3.12041 0.0113 0.0063 0.0098
C 1.93380 -0.58003 -4.24460 0.0064 -0.0022 0.0028
C 0.96739 -1.34692 -4.88036 0.0021 -0.0059 -0.0090
C -0.33131 -1.37271 -4.39161 -0.0011 -0.0075 -0.0001
H -1.67760 -0.64743 -2.88720 -0.0035 0.0031 0.0017
H 0.04183 0.72118 -1.75868 -0.0021 -0.0013 0.0001
H 2.35522 0.75845 -2.62184 -0.0017 0.0088 0.0011
H 2.94686 -0.56112 -4.62523 0.0028 -0.0017 -0.0019
H 1.22681 -1.92529 -5.75770 0.0012 -0.0048 -0.0002
H -1.08395 -1.97345 -4.88578 -0.0024 0.0016 -0.0044
```
Forces are in eV/Å.